Record 1
ORCA calculation (wB97M-V/def2-TZVPD) on a cluster of 2 separate species, C6H9N5O in total at a distorted geometry.

As for the charge: 0. As for the SMILES: C=COCC#N.Nn1cncn1. Its highest occupied orbital energy is -9.485 eV. Its spin multiplicity is 1.

Element x y z (Å)
O 2.2297 -0.0678 0.5522
N 5.6379 -0.4651 0.5730
N -2.2150 1.1293 -1.0536
N -3.3643 1.1094 -0.3521
N -2.7403 -0.9769 -0.4011
N -4.1087 2.2485 -0.0794
C 1.9457 -1.3376 0.1314
C -1.8813 -0.1458 -1.0565
C 1.2260 -1.5675 -0.9568
C 4.5831 -0.2437 0.9929
C -3.6649 -0.1341 0.0280
C 3.2326 0.0290 1.5318
H 3.2128 1.0291 1.9122
H 2.3356 -2.1279 0.7760
H -1.0002 -0.5005 -1.5472
H 3.0488 -0.6658 2.3758
H 0.9800 -2.5784 -1.2509
H 0.8893 -0.7560 -1.5789
H -3.5085 2.9071 0.4248
H -4.5527 -0.3703 0.6104
H -4.3575 2.6871 -0.9719

Forces on the atoms, in the same order (eV/Å):
0.03 0.16 0.00
-1.11 0.23 0.45
0.00 -0.22 0.00
-0.03 0.25 0.00
-0.15 0.50 0.00
0.10 0.49 -0.18
-0.09 -0.33 -0.10
-0.34 -0.03 0.12
0.34 -0.11 0.22
1.00 -0.25 -0.43
-0.11 -0.53 0.18
0.05 -0.86 0.10
-0.05 0.60 0.20
-0.12 0.08 -0.15
0.05 0.00 -0.08
0.07 0.25 -0.35
0.04 0.05 0.10
0.13 0.11 -0.04
-0.22 -0.29 -0.18
0.30 0.11 -0.22
0.11 -0.23 0.38

Atomic partial charges in e from the Mulliken method, atoms 1 to 2: number 1, O, carries -0.38; number 2, N, carries -0.36

---

Record 2
ORCA calculation (wB97M-V/def2-TZVPD) on a cluster of 2 separate species, C4H6BrNO in total at a distorted geometry.

As for the charge: 0. Its highest occupied orbital energy is -9.979 eV. Its spin multiplicity is 1.

Element x y z (Å)
Br -0.8555 2.4336 -3.0125
O 1.6041 -1.4192 -0.7120
N 1.3732 -0.4384 -1.6063
C 0.7379 -1.1917 0.4252
C -0.7587 0.8832 0.9197
C 0.3783 0.2144 -1.2447
C -0.3204 -0.2185 -0.0186
H -1.4895 0.4944 1.6537
H 0.2223 1.0498 1.4474
H 1.3633 -0.6052 1.1550
H -1.3389 1.7815 0.4927
H -1.2753 -0.8001 -0.3178
H 0.3593 -2.1838 0.8182

Forces on the atoms, in the same order (eV/Å):
1.00 -1.78 1.46
0.21 -1.30 0.71
-1.05 2.05 -1.49
0.81 -0.09 1.76
0.12 0.33 1.19
0.68 0.44 -1.54
-4.34 -0.50 -1.49
0.59 -0.10 -0.15
-1.29 1.14 -0.07
-0.39 -1.00 -0.14
1.65 -1.31 0.14
1.39 0.82 0.02
0.62 1.31 -0.40

Atomic partial charges in e from the Mulliken method, atoms 1 to 2: number 1, Br, carries -0.21; number 2, O, carries -0.19

---

Record 3
ORCA calculation (wB97M-V/def2-TZVPD) on a cluster of 2 separate species, CCl2N2O4 in total at a distorted geometry.

As for the charge: 0. Its highest occupied orbital energy (spin up / spin down) is -11.496 / -11.416 eV. Its spin multiplicity is 1.

Element x y z (Å)
Cl -0.4789 1.8889 0.7307
Cl 2.1041 -0.2081 1.3628
O 0.7026 -0.9986 -1.3562
O 1.0795 1.0951 -1.6101
O -1.6853 -0.8235 -0.4623
O -1.2408 -1.0046 1.6083
N -1.0728 -0.5254 0.5199
N 0.6499 0.1587 -1.0318
C -0.0582 0.4175 0.2387

Forces on the atoms, in the same order (eV/Å):
-0.02 1.92 0.22
-2.45 0.65 -0.91
0.25 -0.12 0.08
0.55 1.63 -0.56
-1.18 0.32 -1.33
0.45 0.69 0.61
-0.86 -3.22 0.87
-0.34 -1.48 -0.63
3.60 -0.39 1.66

Atomic partial charges in e from the Mulliken method, atoms 1 to 2: number 1, Cl, carries 0.01; number 2, Cl, carries -0.18

---

Record 4
ORCA calculation (wB97M-V/def2-TZVPD) on a structure of composition C22H20N3O2OsSe at a distorted geometry.

As for the charge: +1. Its highest occupied orbital energy (spin up / spin down) is -9.912 / -11.075 eV. Its spin multiplicity is 5.

Element x y z (Å)
Os 0.0239 -0.6723 -0.7413
Se 3.1376 -2.1291 -0.2162
O 0.1385 -0.7502 1.5963
O -0.1684 1.2517 -0.3817
N 4.6347 -1.2211 -0.3508
N 2.1425 -0.7048 -0.7988
N -1.8088 -0.8815 -0.8268
C 0.2652 -0.1731 3.8543
C -4.6334 -0.5591 -0.5560
C 0.1016 3.4053 0.3878
C 2.6360 1.6017 -1.5022
C -4.1486 -4.1037 -1.8470
C 4.9463 2.3086 -1.3565
C 0.1845 1.5979 2.0157
C 4.3689 0.0212 -0.7729
C -4.0120 -1.8294 -1.0404
C 0.0450 2.0203 0.6630
C -4.7565 -2.9277 -1.4168
C -1.9774 -3.1500 -1.5044
C -0.4835 -3.1950 -1.4694
C -2.5841 -1.9178 -1.1047
C 0.3870 3.9229 2.7143
C 0.2818 4.3321 1.3818
C -2.7580 -4.2143 -1.8786
C 0.1846 0.1942 2.3955
C 0.3271 2.5871 3.0121
C 5.3394 1.0208 -0.9442
C 2.9896 0.3228 -1.0378
C 3.6294 2.5901 -1.6287
H 1.6089 1.8198 -1.7597
H -0.5887 0.2337 4.3970
H 0.3874 2.2886 4.0485
H -4.2860 0.2881 -1.1480
H -0.1382 -3.1236 -0.4242
H -0.0230 3.7023 -0.6463
H -4.3296 -0.3666 0.4743
H 0.5092 4.6523 3.5026
H -4.7581 -4.9411 -2.1581
H -2.2985 -5.1455 -2.1876
H -0.0938 -4.1210 -1.8836
H 1.1755 0.2283 4.2993
H 5.6854 3.0892 -1.4728
H -0.0600 -2.3647 -2.0968
H 0.3351 5.3840 1.1325
H 6.3737 0.7745 -0.7451
H 3.3591 3.5869 -1.9477
H 0.2644 -1.2554 3.9442
H -5.8369 -2.8691 -1.3737
H -5.7190 -0.6084 -0.6004

Forces on the atoms, in the same order (eV/Å):
-2.06 0.45 0.80
-0.59 -0.79 0.21
0.17 -0.21 -0.51
0.44 -0.29 -0.75
1.10 0.46 -0.06
0.01 0.76 -0.31
1.43 0.54 0.09
-0.07 -0.06 -0.06
-0.02 0.01 -0.01
-0.03 -0.30 -0.20
-0.45 -0.74 0.12
0.20 0.18 0.05
-0.91 1.03 -0.47
-0.06 0.11 -0.52
0.01 0.05 0.04
0.48 0.31 0.07
0.08 0.28 0.74
-0.13 -0.09 -0.01
0.06 0.49 0.19
-0.24 0.09 0.21
-0.76 -1.29 -0.39
0.01 0.13 0.05
0.01 -0.06 0.10
-0.12 -0.31 -0.09
0.03 -0.06 0.28
0.02 -0.06 -0.01
-0.02 -1.12 0.31
-0.09 -0.01 0.07
1.27 0.53 0.01
-0.03 -0.01 0.07
0.03 0.03 0.02
0.05 -0.03 -0.01
-0.03 0.00 0.00
0.00 -0.08 -0.01
0.01 0.03 0.02
-0.04 0.02 0.00
-0.01 -0.01 0.00
-0.01 -0.02 0.03
-0.01 0.02 -0.02
0.26 0.10 -0.02
-0.01 0.00 0.03
0.05 -0.06 0.03
0.03 -0.01 -0.04
-0.03 0.00 -0.01
0.00 0.05 0.01
-0.08 -0.04 -0.02
0.01 0.01 -0.02
0.01 0.00 -0.03
0.00 0.00 0.00

Atomic partial charges in e from the Mulliken method, atoms 1 to 2: number 1, Os, carries 1.02; number 2, Se, carries 0.26

---

Record 5
ORCA calculation (wB97M-V/def2-TZVPD) on an isolated molecule of C3H7ClO at a distorted geometry.

As for the charge: 0. As for the SMILES: COCCCl. Its highest occupied orbital energy is -9.700 eV. Its spin multiplicity is 1.

Element x y z (Å)
Cl -2.6474 -0.9189 -0.1679
O 0.7023 -0.5375 -0.6723
C 1.8684 -0.8412 0.2232
C -0.2803 0.4671 -0.4593
C -1.6256 0.4955 0.2111
H -1.5021 0.8317 1.2371
H 0.3405 1.0255 0.2538
H -2.3468 1.3742 -0.1691
H 2.8534 -0.1193 0.0009
H 1.2599 -0.7533 1.3891
H 1.8939 -2.0581 -0.2771
H -0.5162 1.0343 -1.5695

Forces on the atoms, in the same order (eV/Å):
0.12 -0.24 0.62
-0.57 -1.41 -0.85
-3.04 -1.18 -0.19
2.25 3.28 -2.29
-2.41 1.20 -0.64
-0.39 -1.27 0.60
-0.56 1.67 -0.53
2.25 -1.65 0.24
-2.78 -2.00 0.80
2.87 -0.51 -3.15
0.94 3.70 2.41
1.32 -1.58 2.97

Atomic partial charges in e from the Mulliken method, atoms 1 to 2: number 1, Cl, carries -0.19; number 2, O, carries -0.34

---

Record 6
ORCA calculation (wB97M-V/def2-TZVPD) on an isolated molecule of C6H14SSi at a distorted geometry.

As for the charge: 0. Its highest occupied orbital energy (spin up / spin down) is -7.973 / -7.577 eV. Its spin multiplicity is 1.

Element x y z (Å)
S 1.3644 1.4733 -1.9534
Si 0.3797 -0.6223 0.1970
C 1.9779 -1.6526 0.2939
C 0.0486 2.3336 0.2280
C -0.6765 -0.7073 1.8526
C -1.3295 2.2075 -0.2262
C 0.6238 1.0865 -0.4264
C -0.8742 -1.4450 -1.0606
H 1.6225 -2.5841 0.8579
H -0.0211 -0.5665 2.6878
H 0.9039 0.6351 -2.8547
H 0.1917 2.1998 1.4106
H -1.4774 -0.0170 1.8226
H -1.5551 2.6100 -1.2001
H -1.7011 -1.8182 -0.5021
H 2.0562 -2.1626 -0.6295
H -0.4143 -2.3032 -1.7300
H 2.7821 -1.1077 0.9237
H -1.1031 -1.6367 1.9733
H -2.1115 1.5825 0.1897
H 0.5600 3.2022 -0.1558
H -1.2470 -0.7072 -1.6984

Forces on the atoms, in the same order (eV/Å):
0.75 0.76 0.41
-1.80 -1.57 -0.02
-1.50 0.00 3.08
1.09 -0.70 3.74
2.49 1.39 -1.60
0.26 -0.75 -0.84
-1.33 0.88 -0.61
2.84 -2.05 -0.18
0.46 1.30 0.10
0.19 0.46 0.73
-0.49 -0.87 -0.26
-0.40 0.75 -2.50
-0.68 1.02 0.17
0.00 -0.01 -0.22
-0.62 -0.60 0.40
1.46 0.35 -1.42
-0.95 1.59 1.37
-0.83 -1.30 -1.76
-0.82 -2.35 -0.04
0.40 0.01 0.34
0.02 0.47 0.29
-0.53 1.24 -1.18

Atomic partial charges in e from the Mulliken method, atoms 1 to 2: number 1, S, carries -0.22; number 2, Si, carries 0.36

---

Energy relative to the best compared isomer or geometry (same formula, charge and spin) list, top to bottom, in kJ/mol: 179.02 533.08 225.97 256.93 400.20 322.02